# 1
Below is C2H11N3P as an isolated structure, with properties calculated with the ωB97M-V functional and the def2-TZVPD basis.

Structure (XYZ):
```
17
Properties=species:S:1:pos:R:3:mulliken_charge:R:1
C -0.0365 -2.0546 0.5912 -0.330
C -0.8924 -0.9432 0.0889 0.350
N 1.0450 -1.4948 1.3442 -0.513
N -1.6354 1.5384 -0.1004 -0.635
N -2.0299 -1.1259 -0.5152 -0.192
P -0.5404 0.6214 0.7376 0.013
H 0.1007 -2.8747 -0.1647 0.395
H -0.7862 -2.6423 1.2215 0.298
H 1.0947 -1.5601 2.3052 0.199
H 1.9404 -1.7273 1.1305 0.191
H -2.5853 1.5134 0.3100 0.322
H -1.2971 2.4501 -0.0607 0.267
H -2.4612 -0.2221 -0.8477 0.330
H -3.7276 0.2804 -1.2269 -0.231
H -2.4866 -1.9194 -0.7091 0.111
H -4.4353 -0.1304 -1.3965 0.289
H 0.7296 0.8417 -0.0508 0.135
```

Output
Energy above the lowest of the compared OMol25 structures with the same formula, charge and spin ... 210.5 kJ/mol
Total charge ... +1

# 2
Below is a 11-piece molecular cluster, C12H46O11 overall, with properties calculated with the ωB97M-V functional and the def2-TZVPD basis.

Structure (XYZ):
```
69
Properties=species:S:1:pos:R:3:mulliken_charge:R:1
C -0.3849 1.1864 0.2147 -1.495
C -0.9417 -0.2014 -0.0254 0.418
O 0.0593 -1.1861 0.1694 0.100
H -1.1454 1.9617 0.2014 0.066
H 0.3593 1.4416 -0.5498 0.414
H 0.1506 1.2103 1.1676 0.428
H -1.3692 -0.3029 -1.0315 0.315
H -1.7893 -0.3337 0.6624 0.008
H -0.3976 -2.0394 0.1386 0.014
C 3.4415 -0.8549 -0.2249 -0.766
O 2.6125 0.1501 0.3220 -0.064
H 4.2288 -1.1001 0.5005 0.326
H 2.9061 -1.7741 -0.4532 0.152
H 3.9926 -0.4664 -1.0879 0.252
H 1.6806 -0.0912 0.2522 0.081
C 0.1329 -1.2766 -3.4244 -0.152
O 0.7894 -2.1378 -4.3463 -0.567
H 0.6935 -0.3348 -3.3414 0.193
H -0.8399 -1.0179 -3.8339 0.197
H 0.0655 -1.7157 -2.4283 0.011
H 1.5916 -2.4690 -3.9352 0.305
C -2.0138 -4.7399 -0.2279 -0.759
O -1.6178 -3.4487 0.2212 -0.599
H -1.1403 -5.2531 -0.6288 0.297
H -2.4027 -5.3378 0.5965 0.302
H -2.7542 -4.6623 -1.0250 0.273
H -2.0472 -3.2372 1.0542 0.232
C 2.0621 2.9234 2.5436 -0.318
O 3.2854 2.3073 2.1489 -0.545
H 2.3122 3.7664 3.1930 0.317
H 1.5351 3.3654 1.6933 0.081
H 1.4520 2.2296 3.1271 0.068
H 3.1065 1.7226 1.3998 0.325
C 1.4161 -1.0695 3.4856 0.112
O 0.2168 -0.6544 4.1306 -0.562
H 2.0002 -0.2199 3.1129 0.005
H 2.0583 -1.6521 4.1485 0.324
H 1.1309 -1.6411 2.6071 -0.154
H 0.4030 0.1114 4.6788 0.303
C 1.5314 -4.3986 1.7767 -0.420
O 2.3900 -4.2272 2.9069 -0.559
H 1.2957 -5.4597 1.6324 0.351
H 0.5961 -3.8551 1.9078 0.155
H 2.0683 -4.0603 0.8955 0.175
H 1.8599 -4.1691 3.7064 0.332
C -2.4048 4.6535 -0.3823 -0.393
O -1.8751 5.0427 -1.6517 -0.545
H -1.5978 4.3433 0.2882 0.110
H -2.9565 5.4791 0.0630 0.350
H -3.0544 3.7903 -0.5190 0.203
H -1.7356 5.9920 -1.6285 0.288
C -1.9135 2.0810 -3.5071 -0.154
O -2.6033 3.3009 -3.7520 -0.577
H -1.7118 1.9889 -2.4385 -0.108
H -2.5114 1.2424 -3.8674 0.246
H -0.9930 2.0505 -4.1015 0.245
H -2.3272 3.9171 -3.0592 0.355
C -4.8128 -1.6258 0.4819 -0.135
O -6.0476 -1.5712 1.1892 -0.550
H -4.1644 -0.8222 0.8371 0.136
H -4.2919 -2.5684 0.6564 0.005
H -5.0082 -1.4869 -0.5809 0.257
H -6.2101 -2.4202 1.6035 0.314
C 3.3085 3.0799 -1.3031 -0.055
O 4.2098 4.1424 -1.5725 -0.569
H 2.7492 3.2037 -0.3687 0.013
H 2.5649 3.0699 -2.1010 0.239
H 3.8005 2.1059 -1.2681 0.048
H 5.0060 4.0234 -1.0495 0.303
```

Output
Energy above the lowest of the compared OMol25 structures with the same formula, charge and spin ... 540.8 kJ/mol

# 3
Below is a 3-piece molecular cluster, C3H8N2O overall, with properties calculated with the ωB97M-V functional and the def2-TZVPD basis.

Structure (XYZ):
```
14
Properties=species:S:1:pos:R:3:mulliken_charge:R:1
C -1.5335 0.8423 -0.3665 -0.924
C -1.3393 -0.4257 0.4914 -0.253
C 0.6163 -1.0765 -0.3840 0.160
H -0.4525 1.3671 -0.3643 0.237
H -2.2460 1.5660 0.0882 0.340
H -1.9900 0.7706 -1.4090 0.254
H -0.7286 -0.0920 1.3391 0.308
H -2.3731 -0.8333 0.7167 0.279
H 1.3081 -1.8428 -0.9373 0.352
H 2.6184 1.5425 0.1697 0.277
H 3.1650 -0.5628 0.8885 0.252
N 1.0543 -0.0003 0.0627 -0.191
N 2.5252 0.1910 -0.1065 -0.766
O -0.6244 -1.4460 -0.1887 -0.325
```

Output
Energy above the lowest of the compared OMol25 structures with the same formula, charge and spin ... 607.3 kJ/mol

# 4
Below is a 2-piece molecular cluster, C9H17ClN3 overall, with properties calculated with the ωB97M-V functional and the def2-TZVPD basis.

Structure (XYZ):
```
30
Properties=species:S:1:pos:R:3:mulliken_charge:R:1
C 1.7027 2.4570 -0.5586 0.715
C -2.3438 -1.4901 0.7467 -0.516
C -1.8425 -2.5808 1.3720 0.123
C -1.5635 -0.3513 0.2668 0.425
C 2.1346 0.0158 -0.7814 0.683
C 2.1270 3.7048 -1.2529 -1.335
C -2.6901 -3.5718 2.0191 -1.281
C -1.9840 1.0168 0.9621 -0.936
C 2.4216 -1.1515 -1.6335 -1.069
N 1.3257 2.2741 0.6583 -0.573
N -0.7160 -0.2859 -0.6579 -0.423
N 1.8508 1.2162 -1.2878 -0.029
Cl 2.1902 -0.1770 0.8236 -0.018
H -3.4369 -1.4009 0.5636 0.337
H -0.7479 -2.6656 1.5725 0.264
H 2.5093 4.3192 -0.5614 0.425
H 1.2157 4.1320 -1.5439 0.349
H 2.7385 3.5569 -2.1878 0.336
H -3.0799 -4.2158 1.1460 0.286
H -2.2481 -4.4027 2.4611 0.397
H -3.5333 -3.2469 2.5397 0.340
H -2.2804 0.7971 1.9946 0.375
H -2.7496 1.4563 0.3090 0.323
H -1.1958 1.7928 0.7989 0.118
H 2.8686 -0.8834 -2.5923 0.377
H 1.4355 -1.7528 -1.8326 0.240
H 3.2021 -1.8432 -1.1026 0.349
H 1.2121 3.0861 1.2969 0.232
H -0.5436 -1.1075 -1.2344 0.201
H 2.0211 1.3024 -2.3038 0.284
```

Output
Energy above the lowest of the compared OMol25 structures with the same formula, charge and spin ... 240.4 kJ/mol
Total charge ... +1

# 5
Below is a 8-piece molecular cluster, BrH14O7 overall, with properties calculated with the ωB97M-V functional and the def2-TZVPD basis.

Structure (XYZ):
```
22
Properties=species:S:1:pos:R:3:mulliken_charge:R:1
Br -0.0635 0.5125 -0.3087 -0.920
O 3.3151 -0.2679 -0.2171 -0.618
H 2.3967 0.0001 -0.1858 0.306
H 3.2841 -1.2165 -0.3415 0.290
O -2.6082 2.7301 0.0378 -0.639
H -1.8916 2.0958 0.0592 0.337
H -2.8906 2.7423 -0.8767 0.300
O 0.6379 2.4762 2.2156 -0.618
H 0.3305 1.9156 1.5032 0.285
H 0.6506 1.9039 2.9828 0.309
O 0.5187 1.3395 -3.7113 -0.648
H 0.0024 1.3167 -2.9055 0.311
H 1.2344 0.7234 -3.5553 0.311
O 0.2383 -1.3963 2.6857 -0.622
H 0.7696 -1.9491 2.1127 0.302
H -0.0889 -0.7022 2.1135 0.345
O -2.8598 -1.3993 -0.1160 -0.628
H -2.5338 -1.9428 0.6013 0.320
H -2.1014 -0.8838 -0.3904 0.320
O 0.3122 -2.9674 -0.6290 -0.618
H 1.2309 -2.9967 -0.3618 0.266
H 0.1162 -2.0342 -0.7127 0.309
```

Output
Energy above the lowest of the compared OMol25 structures with the same formula, charge and spin ... 40.2 kJ/mol
Total charge ... -1

# 6
Below is one molecule with the formula C6H12NO, with properties calculated with the ωB97M-V functional and the def2-TZVPD basis.

Structure (XYZ):
```
20
Properties=species:S:1:pos:R:3:mulliken_spin:R:1
O -0.4173 2.8296 0.0222 0.213
C 0.0373 1.7094 0.1161 0.284
C -0.8021 0.5257 -0.2759 0.346
C 0.0833 -0.4848 -1.0482 0.237
C 1.0500 -0.9688 -0.0264 -0.092
C 0.8266 -2.0026 0.7172 0.066
C 1.6526 -2.5207 1.7739 -0.009
N -2.0452 1.0006 -1.1291 0.241
H 1.1013 1.5186 0.3275 0.018
H -1.3091 0.0249 0.7024 0.098
H -0.4818 -1.3087 -1.4797 -0.043
H 0.5861 0.0472 -1.8821 -0.002
H 2.0450 -0.4807 -0.0220 -0.002
H -0.1353 -2.4290 0.6303 -0.001
H 1.1550 -3.4865 2.1381 0.001
H 2.6333 -2.5488 1.3561 0.002
H 1.8062 -1.8718 2.6062 0.006
H -2.6897 1.5513 -0.5583 -0.147
H -1.6728 1.5693 -1.9950 -0.111
H -2.4689 0.2238 -1.6372 -0.104
```

Output
Multiplicity ... 2
Energy above the lowest of the compared OMol25 structures with the same formula, charge and spin ... 238.4 kJ/mol

# 7
Below is C3H6O3 as an isolated structure, with properties calculated with the ωB97M-V functional and the def2-TZVPD basis.

Structure (XYZ):
```
12
Properties=species:S:1:pos:R:3:mulliken_charge:R:1
O 1.7603 -0.3515 0.7810 -0.579
C 0.9047 -0.8045 -0.1815 -0.265
C -0.5687 -0.9227 0.2017 0.155
O -0.7769 -0.0615 1.2330 -0.886
C -0.1887 0.0210 -0.8747 -0.015
O -0.8814 1.7520 -0.4553 -0.606
H 1.1279 -0.0535 1.4766 0.356
H 1.3918 -1.4986 -0.8770 0.354
H -1.1487 -1.8609 0.1146 0.307
H -1.1854 1.3151 0.4191 0.424
H -0.4384 0.2016 -1.9019 0.379
H -0.1521 2.3382 -0.1782 0.375
```

Output
Energy above the lowest of the compared OMol25 structures with the same formula, charge and spin ... 525.3 kJ/mol

# 8
Below is a 5-piece molecular cluster, C16H41N3O8 overall, with properties calculated with the ωB97M-V functional and the def2-TZVPD basis.

Structure (XYZ):
```
68
Properties=species:S:1:pos:R:3:mulliken_charge:R:1
C 3.4218 0.5233 -2.7061 -2.063
C 2.4846 -0.5708 -2.1950 2.061
C 2.9678 -1.1357 -0.8683 -1.497
C 1.0887 0.0277 -2.0306 -1.419
C -0.0214 -1.0080 -1.8939 0.645
C -0.0020 -1.9006 -3.1093 -1.424
C 1.3421 -2.6207 -3.2946 1.678
C 1.5371 -3.7044 -2.2177 -1.754
C 1.3413 -3.3072 -4.6569 -1.861
N 2.3684 -1.5859 -3.2385 0.212
O 3.6587 -2.0566 -3.6211 -0.495
H 3.1545 1.4366 -2.1584 0.434
H 4.4698 0.2934 -2.5541 0.370
H 3.1603 0.7780 -3.7342 0.495
H 3.7087 -1.9312 -0.9440 0.417
H 3.3462 -0.3571 -0.1972 0.394
H 2.1208 -1.5597 -0.3209 -0.075
H 1.0374 0.7454 -1.2083 0.387
H 0.8440 0.5944 -2.9395 0.419
H 0.0476 -1.5564 -0.9499 0.006
H -0.9753 -0.4719 -1.8381 -0.358
H -0.1767 -1.2913 -4.0015 0.349
H -0.7681 -2.6822 -3.0915 0.454
H 0.7171 -4.4308 -2.2679 0.429
H 1.6335 -3.3027 -1.2210 0.306
H 2.4040 -4.3081 -2.5048 0.436
H 0.9129 -4.3030 -4.5588 0.382
H 2.3456 -3.4114 -5.0688 0.384
H 0.7845 -2.7408 -5.4080 0.401
H 3.7645 -1.7038 -4.5094 0.342
N -0.0711 4.9755 3.3473 -0.318
C -1.4017 5.2709 3.5342 0.677
N -1.7178 6.5953 3.6657 -0.427
O -2.2591 4.3965 3.5552 -0.764
H 0.1736 4.0183 3.1650 0.211
H 0.5965 5.7215 3.4000 0.166
H -2.6730 6.8903 3.6017 0.221
H -1.0266 7.3233 3.6579 0.155
O 0.6492 -1.6458 1.8647 -0.391
C 1.3045 -1.3736 3.0991 -0.071
C 2.3355 -2.4465 3.3262 -0.691
O 3.5734 -2.1450 2.6794 -0.571
H -0.0623 -0.9908 1.7610 0.316
H 1.7632 -0.3814 3.1171 0.263
H 0.5364 -1.4104 3.8861 0.289
H 1.9673 -3.4043 2.9478 0.281
H 2.5251 -2.5717 4.3923 0.369
H 3.3850 -2.2289 1.7380 0.309
O -2.5511 1.6416 -0.7871 -0.530
C -3.9461 1.8937 -0.5347 -0.960
C -4.7622 0.6492 -0.2539 0.168
O -5.2131 -0.0414 -1.3942 -0.532
H -2.4829 1.3650 -1.7060 0.284
H -3.9692 2.5577 0.3295 0.359
H -4.3882 2.4628 -1.3629 0.484
H -5.5998 0.9967 0.3613 0.316
H -4.1483 0.0109 0.3914 0.062
H -4.7293 0.2629 -2.1660 0.297
O -0.9850 2.0270 3.5869 -0.496
C -1.7912 0.9032 3.8295 -0.701
C -2.5656 0.5070 2.5973 0.112
O -1.6939 -0.0564 1.6150 -0.483
H -1.5816 2.7943 3.4664 0.432
H -1.1515 0.0500 4.0589 0.143
H -2.4970 1.1353 4.6337 0.375
H -3.0238 1.4263 2.2079 0.080
H -3.4078 -0.1463 2.8521 0.299
H -1.8290 0.5084 0.8442 0.210
```

Output
Energy above the lowest of the compared OMol25 structures with the same formula, charge and spin ... 0.0 kJ/mol

# 9
Below is one molecule with the formula C5H7N, with properties calculated with the ωB97M-V functional and the def2-TZVPD basis.

Structure (XYZ):
```
13
Properties=species:S:1:pos:R:3:mulliken_charge:R:1
C -1.7668 0.5690 -0.0779 -1.345
C -0.4353 0.0070 0.4194 0.855
C 0.7909 0.7432 -0.0094 -0.590
N 1.6780 -0.1516 -0.2929 0.055
C 1.1469 -1.4870 -0.1570 -0.343
C -0.1598 -1.4797 0.2217 -0.921
H -2.5804 -0.0414 0.3203 0.336
H -1.9218 1.6087 0.2342 0.341
H -1.8239 0.5262 -1.1693 0.348
H 0.9999 1.8073 -0.0743 0.396
H 2.6304 0.0731 -0.5760 0.250
H 1.8489 -2.2889 -0.3618 0.362
H -0.4069 0.1141 1.5229 0.256
```

Output
Energy above the lowest of the compared OMol25 structures with the same formula, charge and spin ... 333.7 kJ/mol

# 10
Below is C14H34BrNO4P3S as an isolated structure, with properties calculated with the ωB97M-V functional and the def2-TZVPD basis.

Structure (XYZ):
```
58
Properties=species:S:1:pos:R:3:mulliken_charge:R:1
C 0.5479 -1.0403 2.9814 -1.026
C 0.9885 -0.6777 1.7664 -0.131
C 0.5724 -1.3102 0.4691 -1.121
P -0.5962 -0.3616 -0.7289 0.285
Br -2.2677 -0.3387 0.9497 -0.287
C -1.1797 -2.0146 -1.5139 -1.153
C -2.5486 -2.5976 -1.1564 -0.450
N -2.8514 -3.7456 -2.0940 -0.825
C 0.7873 -0.1431 -2.0611 -1.324
O 1.3015 -1.3703 -2.5620 -0.218
C 2.3329 -1.1517 -3.5048 -0.334
C 3.6988 -0.9733 -2.8379 -1.051
P 0.0724 1.7240 0.0487 0.706
O -0.6448 2.3278 1.2052 -0.694
P -2.1479 0.7219 -2.1407 0.117
S -3.7781 1.1756 -1.1362 -0.404
H -0.4546 -1.4222 3.1294 0.266
H 1.2055 -0.9273 3.8365 0.273
H 1.7583 0.0905 1.7866 0.259
H 1.4945 -1.6404 -0.0159 0.390
H 0.0300 -2.2125 0.7407 0.491
H -1.2111 -1.8456 -2.5937 0.547
H -0.4475 -2.8078 -1.3679 0.446
H -2.5745 -3.0545 -0.1746 0.323
H -3.3734 -1.9085 -1.3092 0.374
H -2.9939 -3.3273 -3.0092 0.274
H -1.9799 -4.2600 -2.1867 0.304
H 1.6160 0.3966 -1.5823 0.512
H 0.4436 0.5009 -2.8839 0.554
H 2.1109 -0.2779 -4.1226 0.346
H 2.3888 -2.0493 -4.1207 0.318
H 3.6670 -0.2762 -2.0043 0.258
H 4.0714 -1.9334 -2.4899 0.259
H 4.3865 -0.5705 -3.5842 0.385
H 1.4874 1.7342 0.2298 0.009
H -0.1239 2.6062 -1.0599 0.088
H -1.6451 1.9346 -2.6606 0.160
H -2.5511 -0.1032 -3.2142 0.058
C -3.9550 4.7855 1.3232 -0.839
C -5.0913 5.4130 0.5589 0.840
O -5.0407 6.5584 0.1642 -0.584
C -6.3051 4.5521 0.3000 -0.940
H -3.1536 5.5125 1.4345 0.276
H -4.2944 4.4763 2.3131 0.288
H -3.5714 3.9182 0.7788 0.158
H -6.7461 4.2342 1.2462 0.303
H -6.0186 3.6761 -0.2857 0.212
H -7.0408 5.1280 -0.2587 0.292
C 5.7410 -0.7623 3.7634 -1.154
C 4.8318 -1.4659 2.7812 0.888
O 4.5759 -0.9887 1.7041 -0.516
C 4.2544 -2.7933 3.2105 -1.112
H 6.0821 0.1754 3.3305 0.308
H 5.2003 -0.5500 4.6870 0.319
H 6.6079 -1.3873 3.9849 0.329
H 3.6511 -2.6651 4.1106 0.302
H 5.0586 -3.5050 3.4085 0.406
H 3.6215 -3.1830 2.4169 0.241
```

Output
Energy above the lowest of the compared OMol25 structures with the same formula, charge and spin ... 44.8 kJ/mol
Total charge ... -1

# 11
Below is one molecule with the formula C2H3FO2S, with properties calculated with the ωB97M-V functional and the def2-TZVPD basis.

Structure (XYZ):
```
9
Properties=species:S:1:pos:R:3:mulliken_charge:R:1
O -2.6657 0.7375 0.3334 -0.503
S -1.4578 -0.0400 0.0888 0.848
O -1.5032 -1.2792 -0.6626 -0.491
C -0.0291 0.7016 0.1452 -0.324
C 1.2197 -0.2811 -0.1350 -0.180
F 1.5705 -0.9348 1.0560 -0.245
H 0.0384 1.6746 0.5567 0.393
H 1.9798 0.5529 -0.5965 0.228
H 0.8475 -1.1315 -0.7859 0.273
```

Output
Energy above the lowest of the compared OMol25 structures with the same formula, charge and spin ... 266.0 kJ/mol

# 12
Below is a 2-piece molecular cluster, C15H18 overall, with properties calculated with the ωB97M-V functional and the def2-TZVPD basis.

Structure (XYZ):
```
33
Properties=species:S:1:pos:R:3:mulliken_charge:R:1
C 1.2340 0.1771 1.8574 -1.091
C 2.1505 1.3034 1.4488 -0.769
C 1.9710 1.6934 -0.0145 0.617
C 0.7072 1.7607 -0.6183 -0.174
C 0.6207 2.3570 -1.8641 -0.704
C 1.7466 2.4215 -2.6736 -0.291
C 3.0228 2.1781 -2.1599 -0.634
C 3.1002 1.8756 -0.8064 -0.263
H 1.3748 -0.2912 2.8281 0.455
H 1.1358 -0.5997 1.0940 0.306
H 0.2150 0.5691 1.7967 0.216
H 2.0164 2.2555 1.9731 0.333
H 3.2007 1.1254 1.6325 0.378
H -0.1384 1.3504 -0.0844 0.263
H -0.3279 2.6630 -2.2758 0.372
H 1.6632 2.8436 -3.6672 0.340
H 3.7970 2.1197 -2.9130 0.365
H 4.0621 1.8502 -0.3168 0.276
C -3.4588 -1.3051 1.9928 -1.371
C -2.5451 -1.6329 0.8299 0.850
C -2.8858 -1.3382 -0.4931 -0.597
C -2.0445 -1.7851 -1.4932 -0.400
C -0.8304 -2.3979 -1.2571 -0.555
C -0.4707 -2.6209 0.0787 -0.348
C -1.3052 -2.2190 1.0962 -0.561
H -3.2831 -2.0226 2.7916 0.385
H -4.5119 -1.3940 1.7268 0.381
H -3.2953 -0.2609 2.2658 0.269
H -3.7976 -0.8014 -0.6769 0.434
H -2.2819 -1.5023 -2.4939 0.381
H -0.1634 -2.8163 -1.9974 0.405
H 0.4979 -3.0709 0.2624 0.408
H -1.1761 -2.4854 2.1312 0.327
```

Output
Energy above the lowest of the compared OMol25 structures with the same formula, charge and spin ... 59.8 kJ/mol